[1]
DFT (ωB97M-V with the def2-TZVPD basis set) results for 7 unconnected molecules or ions with the total composition C35H73O9 in a non-equilibrium geometry.

The geometry in XYZ format:
```
117
Properties=species:S:1:pos:R:3:forces:R:3
C -4.084462 -1.818628 1.233778 1.66 -0.37 -1.42
C -3.179102 -2.470877 2.461347 -2.11 -0.02 0.79
C -4.201880 -2.552066 3.767887 -0.72 -0.74 0.13
C -5.457817 -1.500247 3.694807 -5.73 3.60 -0.96
O -5.393935 -0.250454 4.205256 1.10 -5.85 -1.83
O -6.757727 -1.852667 3.038476 6.96 0.50 3.00
O -2.030780 -1.643518 2.863223 1.57 -1.75 -0.83
C -0.738762 -2.306429 2.483913 -0.71 -0.10 -1.31
C -0.744327 -2.292063 0.811395 0.46 0.43 -2.75
C -0.763073 -0.757963 0.145605 0.01 -3.73 -2.73
C -0.819622 -0.629610 -1.487829 -0.02 -3.78 2.60
C -0.857874 -1.992665 -2.398043 0.18 -0.36 3.10
C -0.824675 -3.528652 -1.754717 -0.09 3.82 2.92
C -0.771201 -3.671944 -0.100036 -0.10 4.36 -1.66
H -3.462359 -1.965127 0.225883 -1.21 0.33 2.05
H -5.096260 -2.390098 1.067475 1.92 1.35 0.88
H -4.209691 -0.648155 1.349523 0.02 -2.62 0.16
H -2.795001 -3.566258 2.223291 -0.88 2.26 0.28
H -3.663410 -2.387628 4.793550 -0.71 -0.16 -2.07
H -4.649106 -3.655415 3.791746 0.77 2.42 -0.14
H 0.197828 -1.731332 2.916199 -2.21 -0.80 -0.98
H -0.689983 -3.405636 2.920963 -0.21 2.08 -1.07
H -0.734842 0.187580 0.867986 -0.13 -2.36 -1.81
H -0.866457 0.441678 -1.958539 0.10 -2.38 0.81
H -0.903142 -1.836274 -3.579794 0.08 -0.58 2.91
H -0.876807 -4.490133 -2.421648 0.19 2.20 1.35
H -0.777035 -4.707538 0.463833 0.01 2.34 -1.41
C 1.383839 4.473160 -4.676559 0.17 -0.08 -0.12
C 0.267274 4.343314 -3.656386 -0.02 -0.13 0.11
O 0.235249 3.075352 -3.004783 -0.14 0.00 -0.14
C 1.393857 2.711069 -2.262039 -0.01 0.03 0.18
C 1.714430 3.672454 -1.129589 -0.08 0.18 0.04
H 1.313419 3.677742 -5.427330 -0.03 0.15 0.08
H 1.324958 5.441457 -5.185601 -0.02 -0.13 0.07
H 2.369544 4.398129 -4.212801 -0.02 0.08 0.00
H -0.693717 4.454940 -4.170059 0.06 -0.22 0.19
H 0.315367 5.147724 -2.914571 0.08 0.01 0.00
H 2.250591 2.590535 -2.931628 0.08 0.05 -0.06
H 1.194834 1.721250 -1.833882 -0.15 0.15 -0.21
H 1.955544 4.673923 -1.501282 0.04 -0.10 0.05
H 2.574741 3.314685 -0.556163 -0.07 -0.03 -0.07
H 0.858593 3.770508 -0.454104 0.10 0.01 -0.08
C 1.977623 -8.503394 -4.598678 -0.09 -0.12 -0.14
C 1.928440 -7.392465 -3.565358 -0.13 0.06 0.02
O 0.611769 -6.906505 -3.313240 0.03 0.10 -0.07
C -0.331577 -7.850022 -2.816636 0.03 0.06 0.12
C 0.069568 -8.464643 -1.485923 0.21 -0.07 0.08
H 1.522903 -8.173761 -5.539886 0.10 -0.01 0.14
H 3.014824 -8.796667 -4.794627 -0.14 0.07 0.04
H 1.435467 -9.391490 -4.267516 0.09 -0.01 0.02
H 2.510047 -6.541279 -3.935547 -0.29 0.02 0.12
H 2.401459 -7.704503 -2.628041 -0.01 -0.08 -0.02
H -0.524354 -8.623260 -3.566178 0.03 -0.09 0.00
H -1.275909 -7.309215 -2.680865 0.27 0.09 -0.14
H 0.992770 -9.047860 -1.568305 -0.14 0.00 0.00
H -0.715268 -9.134298 -1.121860 0.06 0.10 -0.05
H 0.240235 -7.684270 -0.737429 -0.07 -0.07 -0.10
C -1.322964 7.388076 1.859067 0.04 0.04 0.21
C -1.394136 6.544072 0.599337 0.05 -0.21 0.05
O -0.926205 5.209308 0.780406 0.21 0.20 -0.20
C -1.618017 4.415959 1.738913 -0.22 -0.12 0.01
C -3.090738 4.224092 1.416805 -0.12 0.12 -0.06
H -0.299490 7.409214 2.250676 -0.13 0.01 -0.10
H -1.638591 8.415751 1.648228 0.05 -0.14 0.00
H -1.966745 6.995501 2.648843 -0.03 0.06 -0.06
H -0.754752 6.998235 -0.165351 0.02 -0.27 0.06
H -2.408881 6.535582 0.187151 -0.04 0.02 0.08
H -1.484501 4.831772 2.741980 -0.05 0.02 0.04
H -1.130998 3.433386 1.744543 0.09 0.26 -0.13
H -3.637655 5.172742 1.430067 0.04 -0.11 0.08
H -3.559120 3.560116 2.149405 0.08 0.05 -0.10
H -3.213111 3.788806 0.419857 0.04 -0.01 0.14
C 5.317280 0.497110 2.689689 0.10 -0.06 0.18
C 4.140234 0.732889 1.760547 -0.19 -0.08 0.08
O 2.885737 0.353492 2.322359 0.08 -0.11 -0.13
C 2.493122 1.023371 3.515614 -0.11 0.11 -0.11
C 2.355030 2.527517 3.348432 0.13 0.14 -0.10
H 5.358114 -0.553306 2.999950 -0.01 0.14 -0.10
H 6.257064 0.750607 2.186962 -0.14 -0.04 0.04
H 5.248283 1.102751 3.595643 0.05 0.04 -0.06
H 4.275659 0.124967 0.859485 -0.26 0.01 0.16
H 4.104267 1.775340 1.426360 0.05 0.05 0.07
H 3.180178 0.778507 4.331008 0.08 0.05 0.05
H 1.516956 0.612694 3.800418 0.19 -0.09 -0.23
H 3.310591 2.998752 3.095310 -0.07 -0.03 0.09
H 1.994549 2.983831 4.275135 -0.03 -0.08 -0.10
H 1.650316 2.762275 2.544305 0.03 -0.04 0.13
C -2.959681 0.785279 6.429486 -0.03 -0.10 0.09
C -1.916299 1.367494 5.493157 -0.29 -0.22 0.02
O -1.140158 2.408947 6.081645 0.39 0.37 0.18
C -0.380631 2.063684 7.235185 -0.11 0.06 -0.28
C 0.644905 0.971474 6.980577 -0.03 -0.25 -0.10
H -3.625647 1.572674 6.800704 0.06 -0.12 -0.14
H -3.562620 0.033308 5.908722 -0.03 0.26 -0.08
H -2.504390 0.306060 7.298610 0.08 -0.05 0.03
H -2.425270 1.807497 4.628767 0.18 0.06 0.18
H -1.259840 0.584560 5.098502 -0.03 -0.06 0.03
H -1.046480 1.794961 8.060597 -0.01 -0.13 0.02
H 0.147564 2.972506 7.547789 -0.19 -0.01 -0.20
H 0.171130 0.026032 6.696134 0.05 0.11 0.09
H 1.239453 0.787814 7.880427 -0.04 0.05 -0.06
H 1.318868 1.258446 6.167081 -0.05 0.02 0.12
C 0.901941 0.424065 -5.250884 0.02 0.17 0.01
C 0.417600 -0.308481 -6.489075 0.06 0.04 0.09
O 0.755209 0.348733 -7.708678 -0.03 0.07 -0.18
C 2.142221 0.537377 -7.968206 -0.13 -0.10 -0.03
C 2.925616 -0.762340 -8.048847 0.00 -0.21 0.15
H 0.513806 1.448937 -5.233737 -0.01 -0.22 0.07
H 0.565585 -0.093029 -4.345528 0.05 0.11 -0.12
H 1.991485 0.486876 -5.215326 0.01 -0.09 0.06
H -0.675745 -0.367375 -6.458210 0.16 0.10 -0.24
H 0.781491 -1.341459 -6.503753 0.06 0.00 0.03
H 2.577369 1.214974 -7.227680 0.07 -0.04 0.09
H 2.214627 1.049220 -8.935388 -0.26 -0.06 0.17
H 2.916680 -1.303191 -7.096675 0.06 0.10 -0.10
H 3.969698 -0.564088 -8.308724 -0.11 0.01 0.01
H 2.495023 -1.424859 -8.806484 0.05 0.12 0.05
```
Forces are in eV/Å.

Calculated values
HOMO energy: -3.791 eV
charge: -1
molecular weight: 637.960 g/mol

Results of the Mulliken charge analysis, in e, for atoms 1 through 99: atom 1 (C): -0.9952, atom 2 (C): 0.2347, atom 3 (C): -0.4601, atom 4 (C): 0.2797, atom 5 (O): -0.6162, atom 6 (O): -0.7611, atom 7 (O): -0.2757, atom 8 (C): -0.3704, atom 9 (C): 0.5352, atom 10 (C): -0.2184, atom 11 (C): -0.3575, atom 12 (C): -0.4915, atom 13 (C): -0.2846, atom 14 (C): -0.3595, atom 15 (H): 0.2372, atom 16 (H): 0.3776, atom 17 (H): 0.2107, atom 18 (H): 0.1545, atom 19 (H): 0.2509, atom 20 (H): 0.2824, atom 21 (H): 0.0077, atom 22 (H): 0.2779, atom 23 (H): 0.2801, atom 24 (H): 0.4312, atom 25 (H): 0.2086, atom 26 (H): 0.2217, atom 27 (H): 0.2374, atom 28 (C): -0.9352, atom 29 (C): -0.2272, atom 30 (O): -0.3985, atom 31 (C): -0.1991, atom 32 (C): -1.0207, atom 33 (H): 0.1076, atom 34 (H): 0.4327, atom 35 (H): 0.2596, atom 36 (H): 0.3956, atom 37 (H): 0.1672, atom 38 (H): 0.2311, atom 39 (H): 0.4423, atom 40 (H): 0.2872, atom 41 (H): 0.2939, atom 42 (H): 0.1712, atom 43 (C): -1.0178, atom 44 (C): -0.3599, atom 45 (O): -0.3863, atom 46 (C): -0.3214, atom 47 (C): -1.0398, atom 48 (H): 0.2852, atom 49 (H): 0.3809, atom 50 (H): 0.2633, atom 51 (H): 0.3191, atom 52 (H): 0.3086, atom 53 (H): 0.3017, atom 54 (H): 0.3487, atom 55 (H): 0.2691, atom 56 (H): 0.3940, atom 57 (H): 0.2624, atom 58 (C): -1.1112, atom 59 (C): -0.3835, atom 60 (O): -0.2373, atom 61 (C): 0.0709, atom 62 (C): -1.3112, atom 63 (H): 0.2865, atom 64 (H): 0.3925, atom 65 (H): 0.2680, atom 66 (H): 0.2846, atom 67 (H): 0.3686, atom 68 (H): 0.2964, atom 69 (H): 0.0318, atom 70 (H): 0.3195, atom 71 (H): 0.4135, atom 72 (H): 0.3191, atom 73 (C): -1.1665, atom 74 (C): -0.1393, atom 75 (O): -0.3770, atom 76 (C): 0.0899, atom 77 (C): -1.0005, atom 78 (H): 0.2763, atom 79 (H): 0.4124, atom 80 (H): 0.2787, atom 81 (H): 0.3573, atom 82 (H): 0.1285, atom 83 (H): 0.3287, atom 84 (H): -0.1183, atom 85 (H): 0.3117, atom 86 (H): 0.3943, atom 87 (H): 0.2341, atom 88 (C): -1.0765, atom 89 (C): 0.3230, atom 90 (O): -0.4802, atom 91 (C): -0.4211, atom 92 (C): -0.6092, atom 93 (H): 0.2957, atom 94 (H): 0.2602, atom 95 (H): 0.2849, atom 96 (H): 0.2513, atom 97 (H): -0.0887, atom 98 (H): 0.3345, atom 99 (H): 0.3725

[2]
DFT (ωB97M-V with the def2-TZVPD basis set) results for a molecular structure, C6H10O in a non-equilibrium geometry.

The geometry in XYZ format:
```
17
Properties=species:S:1:pos:R:3:forces:R:3
C 0.049801 -0.373115 1.349940 0.06 0.50 0.23
C 0.836466 -0.952657 -1.406048 3.15 -0.76 1.25
C -1.569635 0.245903 -0.393640 1.69 -2.03 -1.60
C 1.227415 -0.793512 0.508885 -1.25 -0.52 -2.06
C -0.689148 0.740550 0.638486 1.34 1.06 0.34
C -0.185066 1.986848 0.708661 -0.41 -0.63 -0.02
O 2.254236 -1.265236 0.836564 -0.22 0.43 -0.36
H 0.464331 -0.059953 2.311543 -0.11 -0.06 -0.03
H -0.594583 -1.243962 1.506540 0.13 -0.02 -0.05
H 0.439019 -0.498651 -2.317878 -0.89 0.29 0.55
H 0.661682 -2.025796 -1.355519 -0.12 -0.05 -0.42
H 1.881464 -0.813695 -1.677905 0.53 -0.38 0.35
H -1.954030 0.975106 -1.098991 -0.02 0.07 0.01
H -0.563764 -0.490322 -1.017834 -3.69 2.13 1.71
H -2.330009 -0.445405 -0.041877 -0.10 -0.09 -0.03
H -0.580054 2.787865 0.101023 -0.10 0.05 -0.02
H 0.651874 2.226033 1.348048 0.01 0.01 0.17
```
Forces are in eV/Å.

Calculated values
HOMO energy: -8.314 eV
charge: 0
molecular weight: 98.145 g/mol

Mulliken analysis output, partial charges in e: atom 1 (C): -0.8793, atom 2 (C): -1.2625, atom 3 (C): -1.0855, atom 4 (C): 0.5945, atom 5 (C): 0.9470, atom 6 (C): -1.0473, atom 7 (O): -0.4359, atom 8 (H): 0.3446, atom 9 (H): 0.3018, atom 10 (H): 0.3675, atom 11 (H): 0.3450, atom 12 (H): 0.4148, atom 13 (H): 0.4213, atom 14 (H): 0.1091, atom 15 (H): 0.2902, atom 16 (H): 0.2945, atom 17 (H): 0.2803

[3]
DFT (ωB97M-V with the def2-TZVPD basis set) results for a molecular structure, C31H34BrGeIN4O3SSn in a non-equilibrium geometry.

The geometry in XYZ format:
```
77
Properties=species:S:1:pos:R:3:forces:R:3
Sn -0.104020 -0.963153 -2.229165 -0.69 -2.10 0.81
O 1.383719 3.065427 -0.191880 -0.32 0.09 -0.75
C 0.265267 3.211402 -0.993669 -1.24 -2.24 1.63
C -0.021431 4.414375 -1.575910 1.34 0.30 0.21
C -1.179584 4.613496 -2.262639 -1.27 0.06 -0.77
C -2.135533 3.598084 -2.396118 -0.17 -0.33 0.40
C -1.951227 2.408607 -1.692380 1.30 0.54 0.30
C -0.745020 2.200883 -0.979350 -0.12 0.36 -1.70
C -0.671889 0.934286 -0.168101 0.15 0.47 1.46
O -1.145716 -0.246158 -0.667804 -0.76 0.59 -0.69
N -1.443522 1.335970 1.028783 0.44 -2.12 -0.10
N -1.104867 0.477371 2.050564 -0.78 0.23 0.08
C -1.039007 0.887819 3.245870 0.43 -0.62 0.19
C -0.768512 -0.044454 4.390323 0.37 0.73 0.17
Br -2.160740 -1.276615 4.734624 0.07 -0.14 0.05
C 0.272699 0.091798 5.230488 0.34 0.85 -0.86
C 1.447979 0.997085 4.968407 -0.55 -0.36 -1.10
C 1.741443 1.559026 3.704640 2.14 1.30 1.69
C 2.948712 2.317520 3.515592 -1.55 -0.40 -1.10
C 3.830525 2.435361 4.540815 0.91 -0.03 1.22
C 3.551228 1.820832 5.788307 -0.05 0.76 -1.66
C 2.381499 1.150702 6.000402 -0.28 -0.75 0.23
H 1.507611 2.117079 -0.026048 0.08 0.20 -0.09
H 0.748891 5.160740 -1.470829 -0.07 0.43 -0.11
H -1.362960 5.597267 -2.674632 -0.03 -0.09 -0.24
H -3.049897 3.683257 -2.983486 0.25 0.46 0.17
H -2.722243 1.642109 -1.624598 0.12 0.15 -0.06
H 0.342140 0.720610 0.201858 0.13 0.46 -0.12
H -1.440823 2.333447 1.128082 0.19 0.61 0.89
H -1.038600 1.938822 3.483895 -0.37 0.55 0.25
H 0.380484 -0.450790 6.161547 -0.37 -0.29 -0.13
H 1.092867 1.534287 2.892399 -0.95 -0.42 -1.08
H 3.180352 2.817087 2.536830 -0.48 -0.67 0.97
H 4.769173 2.994965 4.396227 -0.53 -0.36 0.20
H 4.281093 1.890780 6.532016 0.91 0.08 1.20
H 2.197521 0.627908 6.949505 0.09 0.39 -0.35
S 3.992374 0.548978 -0.843249 -0.25 0.82 -0.61
C 3.667093 1.261025 -2.391819 -0.43 -0.74 -0.35
C 2.460701 0.803431 -2.898428 0.95 1.13 -0.36
C 1.786236 -0.056906 -2.012020 -0.40 -0.04 0.61
C 2.439530 -0.195561 -0.806478 0.79 -0.29 -0.51
C 2.017318 -0.951549 0.375788 0.30 0.64 -0.14
C 2.638837 -0.768484 1.625824 -0.90 -0.72 -1.07
C 2.183206 -1.568529 2.648735 -0.63 -0.51 -0.22
C 1.070924 -2.379197 2.433113 -0.12 0.63 -1.12
C 0.446156 -2.360002 1.176545 0.85 -0.18 1.23
N 0.946948 -1.720544 0.150687 0.84 0.38 -0.23
H 4.390932 1.884204 -2.923190 -0.28 -0.23 0.46
H 2.048320 1.171304 -3.850740 0.39 -0.53 0.59
H 3.401633 -0.028784 1.760741 0.37 0.09 0.03
H 2.676908 -1.563722 3.591483 0.18 0.11 0.69
H 0.615992 -2.968300 3.185769 -0.14 -0.43 0.79
H -0.446163 -2.898518 0.990013 -0.83 -0.55 0.00
N -1.448084 -0.128442 -3.505911 0.39 1.27 -1.43
C -0.741982 0.304818 -4.594949 0.35 -1.60 1.94
O 0.368597 -0.157852 -4.867783 -0.22 -1.02 0.31
C -1.235970 1.380434 -5.417629 -1.53 0.38 0.79
I 0.230725 2.755681 -5.369884 1.28 2.38 -0.38
H -0.524342 -3.470901 -3.336127 0.32 -0.23 -0.43
H -2.029897 0.615549 -3.135779 -0.28 -0.36 -0.11
H -2.196125 1.772207 -5.144020 -0.33 0.31 0.32
H -1.309150 0.959080 -6.348813 -0.18 -0.62 -2.65
C -2.157895 -5.163395 -0.395198 -0.63 -0.94 0.23
Ge -2.379391 -3.730682 -1.677289 -1.38 0.19 0.23
C -3.336598 -4.514676 -3.195927 0.30 0.07 -0.35
C -3.408438 -2.477377 -0.641769 0.03 0.11 1.59
C -0.723363 -3.092112 -2.352080 0.52 2.26 -0.38
H -3.111612 -5.322647 0.154305 0.43 0.15 -0.44
H -1.389280 -5.149760 0.356972 0.50 0.49 0.27
H -1.965817 -6.063589 -0.969399 -0.05 -0.37 -0.08
H -4.370791 -4.858609 -3.187374 0.02 0.24 0.53
H -2.735243 -5.368520 -3.490468 0.16 -0.26 -0.16
H -3.234141 -3.789343 -3.996104 -0.11 0.14 -0.32
H -3.472054 -1.415811 -0.865591 0.02 -0.12 -0.32
H -2.977854 -2.545825 0.394761 -0.23 0.23 -0.81
H -4.394102 -2.927644 -0.531895 -0.27 0.18 -0.13
H -0.031752 -3.416664 -1.639385 1.49 -1.15 0.77
```
Forces are in eV/Å.

Calculated values
HOMO energy: -8.405 eV
charge: 0
molecular weight: 940.834 g/mol

Mulliken analysis output, partial charges in e: atom 1 (Sn): 1.2923, atom 2 (O): -0.6339, atom 3 (C): 0.7234, atom 4 (C): -0.4881, atom 5 (C): -0.7252, atom 6 (C): -0.7460, atom 7 (C): -0.9749, atom 8 (C): 0.7346, atom 9 (C): 1.3158, atom 10 (O): -0.2411, atom 11 (N): -0.3193, atom 12 (N): 0.0527, atom 13 (C): -0.7415, atom 14 (C): 0.1467, atom 15 (Br): -0.1287, atom 16 (C): -0.7283, atom 17 (C): 0.9370, atom 18 (C): 0.1854, atom 19 (C): -0.7307, atom 20 (C): -0.4223, atom 21 (C): -0.7115, atom 22 (C): -0.8797, atom 23 (H): -0.2134, atom 24 (H): 0.4813, atom 25 (H): 0.3915, atom 26 (H): 0.4536, atom 27 (H): 0.8639, atom 28 (H): -1.5659, atom 29 (H): 0.3915, atom 30 (H): 0.5783, atom 31 (H): 0.3570, atom 32 (H): 0.4204, atom 33 (H): 0.3962, atom 34 (H): 0.3585, atom 35 (H): 0.4708, atom 36 (H): 0.3213, atom 37 (S): -0.2018, atom 38 (C): -0.5138, atom 39 (C): -0.5737, atom 40 (C): 0.2769, atom 41 (C): -0.1785, atom 42 (C): 1.2223, atom 43 (C): -1.4502, atom 44 (C): -0.5262, atom 45 (C): -1.0786, atom 46 (C): -0.3286, atom 47 (N): 0.2779, atom 48 (H): 0.4977, atom 49 (H): 0.2060, atom 50 (H): 0.4529, atom 51 (H): 0.5278, atom 52 (H): 0.5155, atom 53 (H): 0.3899, atom 54 (N): -0.4306, atom 55 (C): 0.4035, atom 56 (O): -0.6216, atom 57 (C): -1.0375, atom 58 (I): 0.0667, atom 59 (H): 0.6071, atom 60 (H): 0.2739, atom 61 (H): 0.5259, atom 62 (H): 0.5541, atom 63 (C): -1.2611, atom 64 (Ge): 0.5865, atom 65 (C): -1.3098, atom 66 (C): -0.9686, atom 67 (C): -1.2075, atom 68 (H): 0.3568, atom 69 (H): 0.3991, atom 70 (H): 0.4152, atom 71 (H): 0.3916, atom 72 (H): 0.3800, atom 73 (H): 0.3689, atom 74 (H): 0.1707, atom 75 (H): 0.2903, atom 76 (H): 0.4834, atom 77 (H): 0.4256